{
  "formula": "C3H9BrN2",
  "method": "wB97M-V/def2-TZVPD",
  "homo_energy_ev": -9.392,
  "de_lowest_kj_mol": 24.1,
  "e_tot_ev": -76277.6954,
  "lumo_ev": 1.0,
  "total_charge": 0,
  "gap_ev": 10.36,
  "smiles": "CC[C@@H](Br)NN",
  "species": ["H", "H", "Br", "C", "H", "C", "N", "H", "H", "H", "H", "N", "H", "C", "H"],
  "coordinates": [[-0.272, 1.104, 1.071], [1.397, 2.567, -0.152], [0.786, 1.028, -2.097], [-1.831, -0.981, 0.074], [-1.880, -0.720, 1.123], [0.809, 0.011, -0.284], [1.400, 2.070, 0.806], [-2.422, -1.855, -0.161], [-0.039, -2.165, 0.314], [2.458, 1.790, 1.074], [-2.320, -0.190, -0.469], [0.682, 0.892, 0.736], [1.707, -0.647, -0.379], [-0.377, -1.291, -0.289], [-0.098, -1.612, -1.367]],
  "atomic_forces_ev_per_a": [[0.7468, -0.6273, -0.6343], [0.2458, -1.1396, 1.7213], [-0.2207, -0.4747, 0.0524], [0.8102, 0.0025, -0.5418], [-0.2142, -0.2265, 0.3390], [-1.7328, -3.9268, -0.6935], [3.8973, 0.5327, -0.4811], [-0.2046, -0.3993, 0.3793], [0.2162, 1.0291, 0.0279], [-3.0896, 1.1202, -1.0573], [0.2478, 0.5659, -0.4605], [-1.6418, 0.3447, 1.6163], [-0.1531, 1.4148, 0.2219], [2.4809, 1.4295, -1.9966], [-1.3881, 0.3548, 1.5072]]
}